ORCA calculation (the ωB97M-V functional and the def2-TZVPD basis) on a cluster of 2 separate species, C9H16N2O2 in total.

E   -16663.8392 eV
Relative energy (zero: lowest compared OMol25 entry of this formula, charge and spin)   126.1 kcal/mol
HOMO-LUMO gap   0.35361 Ha
Charge   0
Strongest force on any atom   0.1201 Eh/bohr
HOMO   -9.2 eV

XYZ file:
```
29
Properties=species:S:1:pos:R:3:forces:R:3:nbo_charge:R:1
C 1.4174 -0.3825 2.0518 -0.568 -0.589 -3.873 -0.157
C 0.6461 0.8801 1.5581 2.059 0.239 0.173 -0.626
C 2.9004 -0.2386 1.8683 1.587 3.138 -0.865 -0.585
C 1.1336 -1.5216 1.0713 2.289 -3.948 4.056 -0.579
C 0.8491 -0.6829 3.3354 -2.232 1.754 5.487 -0.607
C -1.0553 -0.5229 -0.3575 -0.262 -0.353 -0.872 0.667
C -1.9139 0.6545 -0.2282 -0.574 -1.939 4.539 -0.365
C -2.1358 1.5131 -1.1803 -0.130 0.955 -1.296 0.047
C -0.4676 0.5121 -2.5349 1.792 -0.636 -0.945 0.774
H 1.0512 1.7047 2.1861 -0.148 0.033 -0.795 0.210
H 0.8485 1.0670 0.4021 -1.005 -0.211 2.591 0.216
H -0.3038 0.6629 2.0371 -0.819 0.679 -1.436 0.223
H 3.4853 -1.2491 1.5658 -1.110 2.742 1.341 0.233
H 2.7377 0.4306 0.7589 1.913 -1.660 3.183 0.206
H 3.3459 0.4829 2.8485 -0.676 -2.081 -3.245 0.208
H 2.0300 -2.2796 1.4508 -2.583 1.023 -1.439 0.170
H 1.2491 -1.3657 0.0365 0.496 0.481 -0.954 0.180
H 0.1304 -1.9630 1.2662 2.538 -0.185 0.420 0.269
H -0.3150 -0.5334 3.5055 2.024 -0.354 -1.154 0.209
H 0.9686 -1.6404 3.8506 0.816 0.025 -0.402 0.230
H 1.2016 0.1893 4.0510 -0.300 -1.805 -0.821 0.199
H 0.3046 -1.2056 -1.8653 -0.045 0.116 0.294 0.435
H -2.3584 0.6357 0.8389 0.253 0.530 -2.254 0.254
H -2.8489 2.2929 -1.1564 -0.565 0.703 0.353 0.224
H -1.4310 2.0874 -3.1725 -0.561 -0.611 1.525 0.444
N -0.2661 -0.4312 -1.5420 -0.991 -0.535 0.656 -0.655
N -1.4464 1.4295 -2.3579 0.431 0.676 -1.611 -0.604
O -1.0467 -1.4687 0.4235 -3.069 1.863 -2.982 -0.588
O 0.2527 0.5220 -3.5245 -0.557 -0.052 0.325 -0.629
```
Forces are in eV/Å.